No. 1
{
  "formula": "C41H66NO11S",
  "method": "ωB97M-V/def2-TZVPD",
  "species": ["C", "C", "C", "C", "C", "C", "C", "C", "C", "C", "C", "C", "C", "C", "C", "C", "C", "O", "C", "C", "C", "C", "C", "C", "C", "C", "C", "O", "O", "C", "N", "C", "S", "C", "O", "O", "H", "H", "H", "H", "H", "H", "H", "H", "H", "H", "H", "H", "H", "H", "H", "H", "H", "H", "H", "H", "H", "H", "H", "H", "H", "H", "H", "H", "H", "H", "H", "H", "H", "H", "H", "H", "H", "H", "H", "H", "H", "H", "O", "C", "O", "C", "C", "C", "H", "H", "H", "H", "H", "H", "H", "H", "O", "C", "O", "C", "C", "C", "H", "H", "H", "H", "H", "H", "H", "H", "O", "C", "O", "C", "C", "C", "H", "H", "H", "H", "H", "H", "H", "H"],
  "xyz": [[5.29963, -3.76203, 0.48627], [6.42867, -2.67693, 0.14075], [5.88872, -1.36538, -0.61314], [6.03654, -1.42877, -2.22674], [4.63188, -1.51949, -3.00332], [4.53575, -0.63007, -4.33565], [4.87306, 0.92624, -4.14481], [3.59426, 1.86467, -3.87030], [3.09776, 1.72466, -2.31902], [1.92935, 2.81100, -2.01952], [0.50660, 2.14436, -2.36149], [-0.51182, 1.98457, -1.13145], [0.13210, 1.67645, 0.30245], [0.69374, 0.16541, 0.48959], [-0.33583, -0.94537, -0.04275], [0.02830, -1.49826, -1.53885], [0.79993, -2.89735, -1.44453], [-1.07690, -1.44030, -2.46575], [-1.81362, -2.66685, -2.58240], [-2.50101, -3.17425, -1.21439], [-2.29384, -4.56345, -0.57257], [-2.96893, -4.94752, 0.78154], [-3.86449, -3.90194, 1.48672], [-4.15424, -2.50797, 0.88088], [-3.45843, -2.17241, -0.47372], [2.27479, -0.09710, 0.41509], [2.67167, -0.91279, 1.77228], [3.82752, -1.13130, 2.17922], [1.39613, -1.22698, 2.33105], [0.55963, -0.03751, 2.10964], [-0.83987, -0.33088, 2.62982], [-0.74759, -1.45976, 3.27753], [-0.76142, -2.93998, 4.05728], [1.02156, 1.16892, 3.06949], [2.02803, 1.92746, 2.88423], [0.26990, 1.37034, 4.23267], [5.77494, -4.78921, 0.72211], [4.59902, -3.81807, -0.42587], [4.65098, -3.50133, 1.38794], [6.98609, -2.35537, 1.10252], [7.22992, -3.22964, -0.48651], [4.79991, -1.18668, -0.32391], [6.51617, -0.46839, -0.23866], [6.70597, -0.59816, -2.64667], [6.60264, -2.41616, -2.44472], [3.75958, -1.28172, -2.30644], [4.50172, -2.62349, -3.32304], [5.33439, -1.05086, -5.06296], [3.52003, -0.81896, -4.84877], [5.63775, 1.14629, -3.32550], [5.32925, 1.28534, -5.14569], [3.76503, 2.97380, -4.07575], [2.72056, 1.47140, -4.51700], [2.71378, 0.63585, -2.24252], [4.01353, 1.83883, -1.63761], [2.10374, 3.65616, -2.79248], [2.00707, 3.30379, -0.99551], [-0.00897, 2.84708, -3.11760], [0.71729, 1.18035, -2.94688], [-1.07429, 2.98893, -1.03318], [-1.30584, 1.21492, -1.45438], [0.92325, 2.41786, 0.65310], [-0.73606, 1.76137, 1.06666], [-0.38569, -1.89124, 0.61268], [-1.36941, -0.44138, -0.08122], [0.81212, -0.73725, -1.92868], [0.26748, -3.70801, -0.84665], [1.10084, -3.23571, -2.51032], [1.80635, -2.69970, -0.90812], [-1.24704, -3.51393, -3.13306], [-2.70712, -2.43251, -3.28251], [-1.59020, -5.29020, -1.12435], [-2.73399, -5.98495, 1.20099], [-4.32250, -4.19174, 2.48604], [-4.82876, -1.71211, 1.36704], [-3.66022, -1.12943, -0.92234], [2.62019, -0.72512, -0.48051], [2.72178, 0.95536, 0.39373], [-5.49839, -2.96730, 4.78303], [-5.26038, -2.31896, 5.78011], [-3.99074, -2.16361, 6.19516], [-3.58233, -1.26269, 7.23483], [-3.70731, -1.91523, 8.59770], [-6.37400, -1.76228, 6.62050], [-4.12360, -0.31578, 7.17067], [-2.53169, -1.03159, 7.04320], [-4.74449, -2.17130, 8.82491], [-3.33720, -1.24677, 9.37858], [-3.13602, -2.84521, 8.62869], [-6.71364, -2.52819, 7.32038], [-7.19909, -1.48862, 5.96041], [-6.10507, -0.85817, 7.16214], [0.90607, 2.74852, -4.95803], [0.97561, 3.65367, -5.75762], [1.62006, 4.79135, -5.43302], [1.93059, 5.83766, -6.36338], [0.76938, 6.80262, -6.50178], [0.26844, 3.56917, -7.08090], [2.25372, 5.42816, -7.32327], [2.79078, 6.36908, -5.94922], [-0.11608, 6.30728, -6.90539], [1.03464, 7.63014, -7.16405], [0.49110, 7.20607, -5.52636], [-0.76685, 3.89131, -6.95685], [0.28254, 2.52910, -7.41235], [0.74405, 4.14750, -7.87071], [-6.08028, 1.32171, 6.28911], [-5.61759, 1.60604, 5.20393], [-5.84412, 0.80835, 4.14610], [-5.51478, 1.15036, 2.79002], [-4.07808, 0.78562, 2.47734], [-4.70876, 2.79059, 5.04005], [-5.73733, 2.19967, 2.58181], [-6.18257, 0.56186, 2.15521], [-3.37872, 1.34728, 3.09997], [-3.84755, 0.98953, 1.42866], [-3.90157, -0.27227, 2.67807], [-3.68671, 2.49716, 5.28728], [-5.03415, 3.57180, 5.73002], [-4.73676, 3.23084, 4.04554]],
  "mulliken_charge": [-0.64, -0.75, 0.78, -0.90, 0.75, -0.87, -0.61, -0.29, 0.27, -0.54, -0.31, -0.88, -0.90, 2.40, -0.79, 1.43, -1.07, -0.33, -0.81, 0.65, -0.38, -0.61, -0.35, -0.42, -0.08, 0.59, 0.27, -0.61, -0.41, 0.17, 0.08, 0.03, -0.27, 0.14, -0.67, -0.77, 0.34, 0.08, 0.13, 0.30, 0.35, -0.76, 0.39, 0.37, 0.34, -0.97, 0.44, 0.36, 0.27, 0.28, 0.32, 0.37, 0.01, -0.78, 0.51, 0.22, 0.40, 0.36, 0.22, 0.50, 0.14, 0.43, 0.21, 0.34, -0.44, -0.96, 0.23, 0.38, 0.11, 0.27, 0.37, 0.30, 0.30, 0.33, 0.39, 0.22, -1.32, 0.43, -0.60, 0.87, -0.34, 0.04, -1.15, -1.11, 0.00, 0.36, 0.28, 0.40, 0.30, 0.34, 0.26, 0.34, -0.56, 0.94, -0.30, -0.49, -1.02, -1.36, 0.37, 0.34, 0.27, 0.37, 0.31, 0.28, 0.33, 0.42, -0.61, 0.86, -0.30, -0.81, -0.47, -1.13, 0.40, 0.38, 0.40, 0.36, -0.04, 0.28, 0.35, 0.34],
  "total_energy_ev": -78427.2683,
  "multiplicity": 1,
  "charge": -1
}



No. 2
{
  "formula": "C2H9NO2",
  "method": "ωB97M-V/def2-TZVPD",
  "species": ["C", "N", "C", "O", "H", "H", "H", "H", "H", "H", "H", "O", "H", "H"],
  "xyz": [[-1.52458, 0.13873, 1.53510], [-1.34385, 0.74485, 0.22690], [-0.99546, -0.12926, -0.83792], [0.21474, -0.87845, -0.64438], [-0.59908, -0.01536, 2.09056], [-2.00301, -0.83542, 1.39214], [-2.19922, 0.74975, 2.14194], [-0.83720, 1.61683, 0.25555], [-1.76308, -0.89555, -0.93021], [-0.91331, 0.44057, -1.76367], [0.89704, -0.21570, -0.43067], [2.91567, 0.13485, -0.40121], [3.04937, -0.75774, -0.06239], [3.62695, 0.66020, -0.02254]],
  "mulliken_charge": [-0.72, -0.30, -0.39, -0.50, 0.24, 0.28, 0.28, 0.21, 0.30, 0.31, 0.32, -0.67, 0.32, 0.31],
  "total_energy_ev": -7804.6385,
  "multiplicity": 1,
  "smiles": "CNCO.O",
  "relative_energy_kj_mol": 8.43
}



No. 3
{
  "formula": "C3H4N2O",
  "method": "ωB97M-V/def2-TZVPD",
  "species": ["O", "C", "C", "C", "N", "N", "H", "H", "H", "H"],
  "xyz": [[-1.01417, 1.84431, -0.96333], [-0.37327, 0.79862, -0.41906], [0.24526, -0.30784, -1.14615], [0.39189, -1.19592, -0.06814], [0.03266, -0.62748, 1.08476], [-0.44888, 0.63383, 0.88035], [-1.38766, 2.31796, -0.20039], [1.39422, -0.38905, -1.00712], [0.77845, -2.20220, -0.15582], [0.38150, -0.87222, 1.99490]],
  "mulliken_charge": [-0.48, 0.62, -0.48, -0.36, 0.17, -0.74, 0.38, 0.17, 0.46, 0.26],
  "total_energy_ev": -8200.2855,
  "multiplicity": 1,
  "smiles": "Oc1cc[nH]n1",
  "relative_energy_kj_mol": 347.34
}